Here is 2 unconnected molecules or ions with the total composition C31H50BN4O12PS in a non-equilibrium geometry from OMol25. Energies are from ωB97M-V with the def2-TZVPD basis set.

Structure (XYZ):
```
100
Properties=species:S:1:pos:R:3:forces:R:3
H -6.600 -0.846 2.883 -0.03 -0.03 0.00
N -5.857 -1.512 3.091 -0.06 0.04 0.07
C -4.750 -1.101 2.639 0.10 0.02 0.10
N -4.541 0.120 1.976 -0.12 -0.36 -0.01
N -3.567 -1.872 2.861 0.18 0.34 -0.18
C -2.564 -1.160 3.701 -0.30 -0.14 0.25
C -2.154 -1.960 4.954 -0.14 -0.20 -0.21
C -0.686 -2.385 4.956 0.12 0.24 -0.24
C 0.296 -1.335 5.520 -0.02 -0.35 0.29
C 0.521 -0.276 4.502 -0.17 0.52 0.07
C -0.059 0.934 4.469 0.04 -0.09 -0.09
P -1.187 1.556 5.784 -0.03 -0.26 0.22
C -2.277 2.647 4.785 -0.08 -0.03 -0.16
O -0.235 2.634 6.567 0.14 0.19 0.08
C 0.242 1.824 3.315 0.21 0.10 0.22
O 0.351 3.023 3.484 -0.03 0.15 -0.01
C 0.416 1.152 1.997 -0.11 -0.20 -0.19
C -0.052 1.660 0.790 0.01 0.02 0.20
C -0.800 2.976 0.721 -0.14 -0.13 -0.06
O -0.086 3.951 -0.009 -0.06 0.08 0.00
C 1.181 4.327 0.535 0.07 0.03 -0.36
C 2.250 4.296 -0.565 0.19 0.04 0.11
C 3.453 3.412 -0.223 -0.20 -0.17 -0.11
C 0.149 0.928 -0.395 0.21 -0.23 0.03
C -0.427 1.461 -1.681 -0.19 -0.17 -0.29
C -1.567 0.609 -2.215 -0.02 0.07 0.10
O -2.735 0.884 -1.459 -0.05 0.00 0.19
C -3.741 -0.103 -1.623 0.17 0.37 -0.17
C -5.083 0.490 -1.273 -0.23 -0.23 0.06
C 0.855 -0.285 -0.344 0.16 0.20 0.24
C 1.188 -1.173 -1.529 -0.17 -0.08 -0.15
O 1.157 -0.588 -2.832 -0.02 -0.11 -0.01
C 2.253 0.131 -3.167 0.08 0.02 0.07
C 2.167 0.669 -4.562 -0.55 0.05 0.06
O 3.164 0.309 -2.404 0.11 -0.01 0.02
C 1.313 -0.806 0.884 0.16 0.00 -0.10
B 2.101 -2.192 0.924 0.15 -0.09 -0.40
O 3.480 -2.167 1.019 -0.03 0.36 -0.40
N 1.405 -3.439 0.800 -0.12 0.43 1.49
C 2.054 -4.526 1.577 -0.05 -0.14 -0.43
C -0.040 -3.392 1.075 0.09 -0.29 -0.42
C 1.070 -0.087 2.041 -0.20 0.26 -0.11
C 1.466 -0.599 3.380 -0.15 0.03 0.10
O 2.473 -1.232 3.589 0.02 -0.46 -0.17
H -3.758 0.113 1.336 0.08 0.10 0.05
H -5.373 0.476 1.527 0.05 0.07 0.23
H -3.158 -2.045 1.949 0.07 -0.18 0.04
H -1.683 -0.936 3.098 0.00 0.11 -0.04
H -3.004 -0.213 4.018 0.10 0.13 -0.10
H -2.784 -2.850 4.970 -0.02 0.00 0.00
H -2.396 -1.392 5.853 0.09 0.01 0.05
H -0.398 -2.545 3.909 0.03 -0.26 0.17
H -0.539 -3.337 5.463 -0.05 0.03 0.16
H -0.076 -0.903 6.448 -0.11 -0.05 -0.01
H 1.231 -1.845 5.751 0.16 0.15 -0.12
H -3.302 2.529 5.131 -0.03 0.10 0.04
H -1.966 3.685 4.887 -0.03 0.04 0.05
H -2.250 2.409 3.724 -0.09 -0.10 -0.08
H 0.161 3.291 5.979 0.02 -0.04 -0.08
H -1.727 2.820 0.168 -0.03 0.00 0.03
H -1.077 3.319 1.716 0.13 0.11 0.04
H 1.077 5.335 0.940 0.00 -0.03 0.21
H 1.463 3.643 1.332 -0.04 0.08 0.17
H 2.593 5.313 -0.761 0.00 0.01 -0.14
H 1.785 3.938 -1.484 -0.13 -0.01 0.01
H 3.936 3.031 -1.123 0.11 0.13 -0.02
H 3.127 2.529 0.332 0.04 -0.02 0.05
H 4.194 3.944 0.372 0.01 -0.04 0.08
H 0.328 1.513 -2.460 0.07 0.12 0.08
H -0.806 2.469 -1.559 0.10 0.06 -0.01
H -1.329 -0.457 -2.147 0.03 -0.04 -0.09
H -1.744 0.868 -3.264 -0.05 -0.14 -0.06
H -3.753 -0.431 -2.668 -0.01 -0.14 0.01
H -3.503 -0.966 -0.991 -0.03 -0.15 -0.01
H -5.847 -0.285 -1.359 -0.04 0.00 0.00
H -5.344 1.293 -1.957 0.06 0.11 0.03
H -5.110 0.857 -0.246 0.08 0.16 -0.40
H 2.179 -1.600 -1.387 0.07 0.06 0.09
H 0.487 -2.007 -1.574 -0.08 0.01 -0.09
H 2.880 0.166 -5.209 0.17 0.08 0.04
H 2.356 1.740 -4.533 0.25 -0.01 -0.06
H 1.177 0.507 -4.979 0.00 -0.06 -0.02
H 3.937 -2.598 0.292 0.07 -0.30 0.21
H 1.311 -5.284 1.819 0.01 -0.07 -0.09
H 2.842 -4.998 0.994 0.06 -0.04 0.00
H 2.487 -4.171 2.512 0.01 0.08 0.01
H -0.465 -4.388 0.945 -0.02 -0.01 -0.03
H -0.266 -3.066 2.094 -0.02 0.01 -0.09
H -0.541 -2.735 0.367 -0.02 0.14 0.04
O 1.680 0.563 -9.743 -0.01 0.07 0.02
S 2.181 -0.335 -8.769 0.07 -0.06 -0.04
O 1.624 -0.381 -7.465 -0.08 -0.03 -0.05
O 3.764 -0.143 -8.673 0.00 0.03 -0.11
C 4.443 -1.385 -8.911 0.03 -0.17 0.12
C 3.516 -2.132 -9.850 0.10 0.08 -0.20
O 2.206 -1.821 -9.351 0.03 -0.05 0.14
H 4.565 -1.908 -7.961 -0.01 -0.01 -0.01
H 5.416 -1.178 -9.347 -0.03 0.14 -0.01
H 3.658 -3.208 -9.823 -0.13 -0.02 0.07
H 3.599 -1.771 -10.876 0.02 0.01 0.01
```
Positions in Å, forces in eV/Å.

Calculated values
Maximum force   1.56 eV/Å
Structure (SMILES)   [H]/N=C(\N)NCCCCC1=C(P(C)O)C(=O)c2c(COCCC)c(CCOCC)c(COC(C)=O)c(B(O)N(C)C)c2C1=O.O=S1(=O)OCCO1
HOMO   -8.74 eV
Lowest unoccupied orbital energy   -0.74 eV
Energy   -84289.579 eV